Entry 1:
Entry from the OMol25 dataset: a molecular structure, C21H28ClKN4O10S (the ωB97M-V functional and the def2-TZVPD basis).

The calculation puts the HOMO-LUMO gap at 6.61 eV. The molecular weight is 603.1 g mol⁻¹. The total energy is -3246.78851 Ha. The energy above the lowest of the compared OMol25 structures with the same formula, charge and spin is 6.7 kcal per mole. The charge is -2. The HOMO energy comes out at -2.486 eV.

Last column: natural (NBO) charge in e.
Positions of all 66 atoms, in Å:
K 0.216 -0.787 -0.419  0.90
C -0.967 -3.389 2.632  -0.63
C 0.317 -2.618 2.491  -0.01
C 1.415 -3.190 1.863  -0.26
C 2.582 -2.460 1.648  0.01
C 3.736 -3.085 0.913  -0.64
C 2.635 -1.138 2.075  -0.25
C 1.556 -0.542 2.727  0.00
C 1.616 0.904 3.136  -0.66
C 0.407 -1.299 2.929  -0.20
H -1.630 -2.923 3.362  0.20
H -0.776 -4.421 2.933  0.20
H -1.486 -3.419 1.672  0.24
H 1.349 -4.207 1.489  0.22
H 3.527 -3.103 -0.157  0.26
H 3.896 -4.114 1.243  0.20
H 4.653 -2.515 1.060  0.21
H 3.519 -0.547 1.863  0.22
H 0.858 1.129 3.890  0.19
H 1.435 1.541 2.265  0.29
H 2.596 1.156 3.546  0.20
H -0.455 -0.840 3.403  0.19
O 1.047 3.355 -1.226  -0.78
C 0.304 2.466 -0.761  0.68
O 0.495 1.776 0.279  -0.83
C -0.957 2.080 -1.574  0.69
O -1.928 2.886 -1.611  -0.79
O -0.920 0.954 -2.131  -0.81
O 0.909 -5.271 -0.967  -0.86
Cl 0.421 -4.059 -1.571  2.55
O -0.047 -4.324 -2.907  -0.86
O -0.664 -3.518 -0.771  -0.89
O 1.487 -3.074 -1.619  -0.90
C 1.683 1.792 -3.818  -0.43
N 2.409 1.295 -2.661  -0.60
C 3.053 0.137 -2.544  0.33
S 4.201 -0.121 -1.324  -0.40
N 2.790 -0.863 -3.435  -0.63
C 1.464 -1.121 -3.998  -0.42
H 1.621 2.871 -3.703  0.24
H 0.664 1.410 -3.859  0.23
H 2.227 1.543 -4.732  0.17
H 2.473 1.944 -1.882  0.46
H 3.280 -1.698 -3.155  0.41
H 1.305 -0.581 -4.930  0.18
H 0.678 -0.848 -3.296  0.22
H 1.384 -2.189 -4.182  0.22
O -2.455 5.616 2.311  -0.74
C -2.876 5.311 1.003  0.10
N -2.758 3.910 0.681  -0.63
C -3.356 3.009 1.457  0.67
O -3.960 3.294 2.502  -0.71
C -3.280 1.586 0.978  -0.15
C -4.200 1.105 0.062  -0.12
C -4.130 -0.220 -0.326  -0.26
C -3.131 -1.013 0.216  0.04
N -2.219 -0.554 1.071  -0.47
C -2.291 0.725 1.435  0.07
H -2.946 4.993 2.871  0.49
H -2.246 5.866 0.312  0.18
H -3.922 5.623 0.867  0.13
H -2.311 3.592 -0.219  0.47
H -4.943 1.772 -0.357  0.21
H -4.814 -0.628 -1.057  0.21
H -3.032 -2.054 -0.076  0.20
H -1.506 1.090 2.087  0.21

***

Entry 2:
Entry from the OMol25 dataset: 2 unconnected molecules or ions with the total composition C3H10NOSe (the ωB97M-V functional and the def2-TZVPD basis).

The calculation puts the HOMO-LUMO gap at 8.68 eV. The molecular weight is 155.1 g mol⁻¹. The total energy is -2651.38118 Ha. The energy above the lowest of the compared OMol25 structures with the same formula, charge and spin is 11.3 kcal per mole. The charge is +1. The HOMO energy comes out at -13.303 eV.

Last column: natural (NBO) charge in e.
Positions of all 16 atoms, in Å:
C 2.713 0.255 -0.966  -0.79
C -2.064 0.309 -0.403  -0.56
C -2.141 -0.661 0.513  0.16
N 0.433 0.549 0.775  -0.93
O -1.336 -1.734 0.329  -0.73
Se 1.672 -0.957 0.203  0.56
H 2.082 1.154 -0.945  0.22
H 3.684 0.450 -0.519  0.25
H 2.849 -0.085 -2.056  0.27
H -2.523 1.239 0.017  0.23
H -1.619 0.315 -1.371  0.24
H -2.659 -0.436 1.436  0.20
H 0.089 0.281 1.675  0.43
H 0.731 1.622 0.666  0.46
H -0.319 0.326 0.082  0.46
H -1.592 -2.627 0.566  0.52

***

Entry 3:
Entry from the OMol25 dataset: a single C7H11BO molecule (the ωB97M-V functional and the def2-TZVPD basis).

The calculation puts the HOMO-LUMO gap at 7.96 eV. The molecular weight is 122.0 g mol⁻¹. The SMILES is C=C/C=C\C=B\OCC. The total energy is -373.31102 Ha. The energy above the lowest of the compared OMol25 structures with the same formula, charge and spin is 14.4 kcal per mole. The charge is 0. The HOMO energy comes out at -7.328 eV.

Last column: natural (NBO) charge in e.
Positions of all 20 atoms, in Å:
C 0.825 1.748 0.335  -0.44
C 2.088 1.304 0.404  -0.17
C 2.675 0.100 -0.167  -0.30
C 2.157 -1.125 -0.153  -0.13
C 0.883 -1.570 0.138  -0.91
B -0.328 -1.166 0.678  1.06
O -1.596 -1.167 0.936  -0.69
C -2.522 -0.740 -0.024  -0.04
C -2.201 0.683 -0.602  -0.62
H 0.526 2.623 0.839  0.20
H 0.132 1.152 -0.270  0.17
H 2.874 1.831 0.987  0.20
H 3.698 0.152 -0.180  0.20
H 2.787 -1.940 -0.395  0.20
H 0.614 -2.625 -0.073  0.27
H -2.529 -1.382 -0.812  0.17
H -3.510 -0.770 0.412  0.18
H -1.179 0.666 -0.949  0.21
H -3.088 0.856 -1.259  0.22
H -2.305 1.369 0.156  0.21

***

Entry 4:
Entry from the OMol25 dataset: 10 unconnected molecules or ions with the total composition C20H60O10 (the ωB97M-V functional and the def2-TZVPD basis).

The calculation puts the HOMO-LUMO gap at 10.30 eV. The molecular weight is 460.7 g mol⁻¹. The SMILES is CCO.CCO.CCO.CCO.CCO.CCO.CCO.CCO.CCO.CCO. The total energy is -1550.17195 Ha. The energy above the lowest of the compared OMol25 structures with the same formula, charge and spin is 103.1 kcal per mole. The charge is 0. The HOMO energy comes out at -10.032 eV.

Last column: Löwdin charge in e.
Positions of all 90 atoms, in Å:
C -1.603 -5.199 -29.056  -0.10
C -2.529 -6.373 -29.510  -0.34
O -3.883 -6.119 -29.319  -0.05
H -1.881 -4.936 -28.035  0.07
H -1.510 -4.276 -29.627  0.06
H -0.556 -5.488 -28.964  0.06
H -2.122 -7.097 -28.803  0.10
H -2.217 -6.863 -30.432  0.11
H -4.131 -5.516 -30.024  0.09
C 8.538 -9.724 -25.311  -0.09
C 8.595 -9.716 -23.795  -0.32
O 9.979 -9.493 -23.512  -0.09
H 7.489 -9.710 -25.608  0.07
H 9.047 -10.621 -25.664  0.08
H 8.987 -8.829 -25.742  0.08
H 8.324 -10.660 -23.322  0.11
H 7.957 -8.942 -23.370  0.10
H 10.168 -10.079 -22.775  0.07
C 4.795 -4.041 -24.909  -0.10
C 3.740 -2.968 -24.664  -0.32
O 4.434 -1.757 -24.819  -0.09
H 5.647 -3.680 -25.485  0.08
H 4.384 -4.971 -25.302  0.07
H 5.217 -4.370 -23.960  0.07
H 3.243 -3.059 -23.698  0.11
H 2.964 -3.029 -25.428  0.11
H 5.161 -1.749 -24.191  0.08
C 7.241 3.878 -19.965  -0.10
C 8.676 4.386 -19.970  -0.33
O 9.037 4.934 -21.225  -0.08
H 6.515 4.612 -20.314  0.07
H 6.818 3.509 -19.031  0.07
H 7.257 3.060 -20.686  0.07
H 9.395 3.691 -19.536  0.12
H 8.671 5.264 -19.325  0.10
H 8.377 5.605 -21.413  0.08
C 1.170 -9.985 -25.219  -0.11
C 0.385 -10.997 -24.465  -0.34
O 0.910 -11.182 -23.161  -0.08
H 0.952 -10.198 -26.265  0.08
H 2.242 -9.993 -25.022  0.08
H 0.962 -8.950 -24.947  0.07
H 0.292 -11.961 -24.965  0.12
H -0.625 -10.610 -24.327  0.11
H 0.761 -10.375 -22.662  0.08
C 5.125 -0.810 -31.312  -0.09
C 5.836 0.356 -31.955  -0.36
O 5.503 0.443 -33.304  -0.06
H 5.241 -0.743 -30.231  0.07
H 5.569 -1.785 -31.515  0.07
H 4.082 -0.876 -31.622  0.08
H 6.909 0.314 -31.771  0.11
H 5.542 1.252 -31.409  0.10
H 5.827 1.261 -33.688  0.09
C 8.796 -2.832 -19.554  -0.09
C 9.633 -2.564 -20.777  -0.38
O 9.004 -1.787 -21.719  -0.06
H 7.814 -3.299 -19.633  0.07
H 8.562 -1.821 -19.221  0.07
H 9.418 -3.361 -18.832  0.08
H 9.755 -3.523 -21.279  0.11
H 10.600 -2.165 -20.471  0.11
H 9.571 -1.829 -22.493  0.09
C -4.228 -4.177 -23.082  -0.09
C -4.780 -5.150 -22.053  -0.32
O -4.192 -4.787 -20.787  -0.09
H -3.143 -4.241 -23.162  0.08
H -4.552 -3.185 -22.768  0.07
H -4.784 -4.385 -23.996  0.07
H -4.573 -6.201 -22.256  0.10
H -5.869 -5.106 -22.084  0.10
H -4.768 -4.925 -20.032  0.07
C 11.479 1.896 -26.621  -0.10
C 12.404 3.098 -26.350  -0.35
O 12.952 2.926 -25.100  -0.07
H 11.048 1.967 -27.620  0.06
H 10.632 1.696 -25.965  0.07
H 12.183 1.070 -26.713  0.07
H 11.850 4.033 -26.435  0.11
H 13.178 2.942 -27.102  0.11
H 12.327 3.276 -24.461  0.09
C -1.244 0.524 -17.779  -0.08
C -0.377 0.114 -19.026  -0.30
O 0.944 0.363 -18.569  -0.10
H -0.741 0.223 -16.860  0.07
H -2.134 -0.106 -17.815  0.06
H -1.484 1.586 -17.734  0.07
H -0.676 0.695 -19.898  0.10
H -0.391 -0.949 -19.263  0.10
H 1.554 0.301 -19.307  0.08

***

Entry 5:
Entry from the OMol25 dataset: 2 unconnected molecules or ions with the total composition C2H3NO3 (the ωB97M-V functional and the def2-TZVPD basis).

The calculation puts the HOMO-LUMO gap (alpha / beta) at 9.83 / 5.33 eV. The molecular weight is 89.0 g mol⁻¹. The total energy is -357.96547 Ha. Its spin multiplicity is 2. The energy above the lowest of the compared OMol25 structures with the same formula, charge and spin is 96.3 kcal per mole. The charge is +1. The HOMO energy (alpha / beta) comes out at -17.018 / -16.894 eV.

Last column: natural (NBO) charge in e.
Positions of all 9 atoms, in Å:
O -0.192 -2.214 0.320  -0.20
C -0.944 1.062 -0.356  0.70
N -0.823 0.416 0.719  -0.47
C 0.633 0.898 0.074  0.42
O 1.196 0.137 -0.663  -0.40
O -1.233 1.530 -1.377  -0.32
H 0.732 -2.072 -0.024  0.52
H -0.554 -1.275 0.513  0.51
H 1.185 1.518 0.795  0.25

***

Entry 6:
Entry from the OMol25 dataset: a molecular structure, C20H21IN2O7Os (the ωB97M-V functional and the def2-TZVPD basis).

The calculation puts the HOMO-LUMO gap at 7.71 eV. The molecular weight is 718.5 g mol⁻¹. The total energy is -1799.31263 Ha. The energy above the lowest of the compared OMol25 structures with the same formula, charge and spin is 1.9 kcal per mole. The charge is 0. The HOMO energy comes out at -8.280 eV.

Last column: natural (NBO) charge in e.
Positions of all 52 atoms, in Å:
Os -0.504 -0.119 -0.045  1.45
O 2.767 -2.477 0.674  -0.57
C 1.660 -2.068 0.889  0.81
O 1.222 -0.893 0.440  -0.71
C 0.673 -2.667 1.874  -0.34
C 0.197 -1.514 2.780  0.10
C -0.571 -2.038 3.985  -0.43
C -1.898 -2.507 3.341  -0.42
C -1.679 -2.154 1.875  0.09
O -0.879 -0.923 1.982  -0.50
C -0.683 -3.104 1.217  -0.37
C -0.629 -2.935 -0.302  0.80
O 0.222 -3.566 -0.937  -0.68
O -1.389 -2.040 -0.811  -0.78
H 1.158 -3.469 2.422  0.25
H 0.947 -0.757 2.987  0.23
H -0.742 -1.241 4.706  0.22
H -0.022 -2.838 4.480  0.22
H -2.750 -1.964 3.745  0.22
H -2.079 -3.573 3.467  0.22
H -2.564 -1.946 1.288  0.26
H -0.906 -4.148 1.438  0.25
C 0.230 1.646 0.814  -0.63
C 1.131 2.460 -0.054  -0.04
C 0.678 3.629 -0.663  -0.23
C 1.477 4.324 -1.563  -0.22
C 2.751 3.865 -1.862  -0.24
C 3.227 2.718 -1.238  -0.22
C 2.428 2.025 -0.343  -0.17
H -0.633 2.243 1.129  0.18
H 0.753 1.352 1.731  0.19
H -0.322 3.985 -0.443  0.21
H 1.100 5.224 -2.034  0.21
H 3.372 4.398 -2.570  0.21
H 4.224 2.356 -1.458  0.22
H 2.790 1.114 0.117  0.22
C -4.029 1.650 -0.728  -0.72
C -2.708 1.004 -0.508  0.80
O -2.499 0.206 0.455  -0.60
O -1.704 1.208 -1.235  -0.59
H -4.812 1.088 -0.228  0.24
H -4.226 1.718 -1.796  0.25
H -3.997 2.662 -0.322  0.25
I 2.102 1.358 -5.435  0.20
C 1.322 0.337 -3.833  -0.30
C 1.283 -1.035 -3.642  0.00
N 0.706 -1.264 -2.470  -0.30
N 0.378 -0.103 -1.872  -0.24
C 0.744 0.884 -2.699  0.00
H 1.623 -1.844 -4.265  0.24
H 0.484 -2.181 -2.035  0.48
H 0.579 1.916 -2.441  0.26

***

Entry 7:
Entry from the OMol25 dataset: a molecular structure, C2H5N3O (the ωB97M-V functional and the def2-TZVPD basis).

The calculation puts the HOMO-LUMO gap at 9.57 eV. The molecular weight is 87.1 g mol⁻¹. The total energy is -318.62351 Ha. The energy above the lowest of the compared OMol25 structures with the same formula, charge and spin is 79.7 kcal per mole. The charge is 0. The HOMO energy comes out at -8.690 eV.

Last column: natural (NBO) charge in e.
Positions of all 11 atoms, in Å:
C 0.901 -0.267 0.151  0.66
N -1.361 -1.134 0.030  -0.63
C 0.001 1.484 0.049  -0.01
O 1.570 -1.398 -0.064  -0.65
N -0.434 -0.164 0.350  -0.32
N 1.316 0.974 0.109  -0.62
H 2.506 -1.172 -0.152  0.50
H -2.183 -1.048 0.616  0.36
H -1.611 -1.151 -0.956  0.34
H -0.420 1.664 -0.938  0.18
H -0.286 2.212 0.807  0.19

***

Entry 8:
Entry from the OMol25 dataset: 2 unconnected molecules or ions with the total composition C6H12OSi (the ωB97M-V functional and the def2-TZVPD basis).

The calculation puts the HOMO-LUMO gap at 9.77 eV. The molecular weight is 128.2 g mol⁻¹. The SMILES is C=C=C1CC1.C[SiH2]O. The total energy is -600.39059 Ha. The energy above the lowest of the compared OMol25 structures with the same formula, charge and spin is 114.5 kcal per mole. The charge is 0. The HOMO energy comes out at -9.070 eV.

Last column: natural (NBO) charge in e.
Positions of all 20 atoms, in Å:
C -1.125 2.363 -0.623  -0.49
C -1.907 1.276 -0.463  0.07
C -2.158 0.084 -0.176  -0.10
C -1.427 -1.126 0.373  -0.44
C -2.919 -1.210 0.060  -0.42
H -1.099 3.141 0.132  0.22
H -0.407 2.365 -1.449  0.22
H -0.808 -1.892 -0.212  0.24
H -1.141 -0.926 1.484  0.24
H -3.583 -1.003 0.922  0.22
H -3.440 -1.878 -0.628  0.24
C 2.518 -0.050 -1.040  -1.12
Si 2.219 -0.420 0.872  1.41
O 0.854 0.130 1.501  -1.05
H 3.478 -0.624 -1.233  0.24
H 1.722 -0.238 -1.794  0.24
H 2.711 1.064 -1.246  0.23
H 2.801 -1.833 1.019  -0.21
H 3.426 0.259 1.477  -0.23
H 0.285 0.519 1.025  0.49